(1)
{
  "formula": "C41H35BBr2F9N3O7S3Sr",
  "method": "ωB97M-V/def2-TZVPD",
  "charge": -2,
  "gap_ev": 5.48,
  "e_above_lowest_kcal_mol": 47.0,
  "lumo_ev": 3.5,
  "species": ["H", "C", "C", "C", "C", "C", "H", "F", "C", "H", "H", "O", "H", "C", "C", "H", "C", "H", "C", "H", "H", "C", "O", "C", "H", "H", "Sr", "C", "O", "H", "C", "C", "C", "C", "Br", "H", "H", "H", "F", "H", "C", "C", "H", "C", "H", "C", "H", "Br", "C", "S", "C", "C", "C", "H", "C", "C", "C", "N", "F", "F", "O", "C", "H", "C", "N", "C", "F", "O", "H", "C", "C", "H", "H", "B", "H", "H", "H", "H", "S", "C", "O", "H", "C", "S", "C", "F", "C", "F", "F", "H", "H", "H", "H", "N", "C", "H", "F", "H", "O", "C", "C", "C"],
  "xyz": [[5.13769, -3.79734, -0.46290], [1.18820, 5.57664, 2.96940], [3.65707, -4.32122, 0.97411], [3.83889, 2.21613, -2.05904], [-0.82357, 5.74690, 1.06146], [-3.63523, 2.02600, 5.74007], [-0.14652, 3.04680, -1.89743], [-4.25604, -0.18280, -2.07902], [-3.73401, 1.09282, 4.70270], [-4.18425, 1.85726, 6.65904], [-4.86836, 0.38829, 1.08125], [0.93821, -1.43175, -3.45487], [-4.34274, 0.20256, 4.79586], [1.71973, 5.67954, -4.02243], [1.73010, -2.86803, 0.98066], [-1.63434, 5.78396, 0.34448], [2.26734, 4.41965, -3.85184], [0.61758, 7.56148, 3.53847], [-2.66598, -0.91454, -4.18006], [4.19899, -5.17854, 1.35163], [3.20400, 4.16262, -4.33459], [-0.17044, 5.05157, -2.66807], [1.42062, 1.10744, -1.89856], [-2.66786, -1.78062, -2.86621], [-8.02967, 2.22086, 0.09614], [-7.83905, 4.37684, -1.17952], [-1.12833, -0.01983, -0.47672], [-2.22455, 2.48283, 3.42854], [-2.92652, 0.61509, 2.41796], [4.50635, 1.41225, -2.36992], [-6.96200, 3.75830, -0.99022], [0.38001, 3.78808, -2.48307], [-4.00338, -1.49484, -2.10249], [0.41454, -2.45292, 1.47160], [-1.76605, -2.72506, 3.25589], [2.87751, 1.59838, -0.25144], [2.23891, 6.41273, -4.62778], [1.95317, 5.48665, 3.73418], [-3.87957, -0.80066, -4.75291], [-2.78816, 3.86652, 6.43423], [-2.11960, 3.40841, 4.44340], [3.69199, 2.26294, -0.54549], [1.22888, -0.75996, -2.82268], [1.79884, -4.69270, 2.59848], [-1.17202, 7.71360, 1.83192], [-2.84524, 3.16110, 5.61349], [3.57501, -1.79346, -2.52381], [2.67406, -6.20022, 3.39056], [3.41737, 3.65699, 0.02402], [-3.22451, 3.94597, -1.97079], [1.59801, 3.48798, -3.06519], [0.50252, 5.99415, -3.42894], [4.17668, -3.55511, -0.02492], [2.44777, 4.02950, -0.31943], [-5.88772, 1.88994, -0.04890], [0.43601, 6.73389, 2.86326], [3.45536, -2.43224, -0.48637], [2.27763, -2.11807, -0.00372], [-2.22637, 0.31552, -3.91442], [-1.84673, -1.44085, -5.10902], [-1.62304, 2.47412, 2.21718], [-7.07939, 2.57971, -0.27756], [4.60638, 1.86572, -0.09526], [3.45677, 3.65084, 1.54983], [-4.73111, 2.32687, -0.51410], [-3.01840, 1.34595, 3.55330], [-3.47659, -3.56491, -4.33392], [-0.22190, -1.47681, 0.97555], [4.17528, 4.35644, -0.34532], [0.58616, -4.30971, 3.09437], [-5.87628, 0.60757, 0.73673], [-1.50226, 4.29162, 4.32974], [0.06778, 6.97462, -3.57737], [-2.02583, 1.28591, 1.49898], [4.18958, 3.15550, -2.48836], [-1.13218, 5.27258, -2.22541], [0.13364, -4.84719, 3.91585], [-6.21515, -0.21648, 0.10306], [2.25554, 1.82299, -2.91056], [2.40567, -3.99032, 1.53432], [1.37324, 1.97944, 1.39782], [0.09521, -1.72357, -3.06867], [-4.71040, 3.46379, -1.25986], [1.90440, 3.01467, 2.31099], [-0.07860, -3.21545, 2.54234], [-1.43488, -3.68152, -3.62705], [-2.66798, -3.29149, -3.28799], [-5.08043, -2.11468, -2.62268], [-3.06496, -4.07803, -2.27301], [3.78830, -0.51751, -1.33344], [4.26061, 3.00060, 1.90429], [-0.28628, 3.72340, 0.54035], [-6.55191, 0.66974, 1.59223], [-5.82147, 4.21714, -1.47754], [-0.56966, 6.81644, 1.90499], [3.60007, 4.64604, 1.96959], [-3.88897, -1.89225, -0.82588], [5.11240, -1.67411, -1.63313], [-1.61592, -1.50021, -2.10231], [0.94234, 4.51968, 2.09844], [4.02948, -1.55371, -1.56037], [-0.06437, 4.58465, 1.15596]],
  "forces_ev_per_angstrom": [[0.01, 0.02, 0.00], [0.02, -0.02, -0.03], [0.02, -0.02, 0.03], [-0.16, 0.01, -0.01], [-0.04, -0.07, -0.06], [0.00, 0.00, 0.01], [-0.05, 0.01, 0.00], [0.01, -0.01, -0.01], [-0.02, 0.01, 0.02], [0.00, 0.00, 0.00], [-0.02, 0.00, 0.01], [0.18, -0.03, 0.08], [0.00, 0.00, -0.01], [0.04, 0.00, -0.01], [0.02, 0.03, 0.05], [-0.03, -0.02, -0.06], [0.04, -0.05, -0.01], [0.00, 0.00, 0.00], [0.12, 0.06, 0.07], [-0.02, 0.00, 0.01], [0.00, 0.00, -0.01], [0.08, 0.05, 0.01], [-0.26, -0.12, -0.06], [-0.21, -0.33, -0.39], [0.00, 0.02, 0.01], [-0.01, -0.02, 0.00], [1.27, 0.70, -0.86], [0.01, 0.00, -0.01], [-0.06, 0.04, 0.11], [0.02, 0.02, 0.00], [0.01, 0.01, 0.01], [0.04, -0.04, 0.02], [0.07, -0.01, 0.08], [-0.10, 0.01, 0.11], [0.05, -0.02, -0.01], [0.06, -0.06, 0.05], [0.00, 0.00, -0.01], [0.00, 0.00, 0.00], [-0.01, -0.04, 0.00], [0.00, 0.00, 0.00], [-0.01, 0.02, 0.00], [-0.08, 0.06, 0.00], [-0.01, 0.02, -0.03], [0.03, -0.11, 0.07], [-0.01, 0.00, 0.00], [0.01, -0.01, 0.00], [-0.01, -0.01, -0.04], [-0.02, 0.02, -0.02], [-0.03, -0.09, -0.01], [0.18, 0.03, 0.03], [-0.02, -0.02, 0.06], [-0.01, 0.00, 0.00], [0.01, 0.00, -0.02], [0.00, -0.01, -0.03], [-0.03, 0.03, 0.08], [0.00, 0.01, 0.02], [-0.07, -0.05, 0.09], [0.03, 0.02, -0.03], [-0.06, -0.04, -0.02], [-0.01, 0.03, 0.06], [-0.10, 0.00, 0.09], [0.00, 0.01, -0.01], [0.05, 0.01, -0.02], [-0.16, -0.04, -0.06], [-0.01, -0.02, -0.08], [-0.01, -0.01, -0.02], [0.00, 0.01, 0.02], [0.61, -0.69, 0.36], [-0.02, 0.04, 0.02], [0.03, 0.04, -0.03], [0.01, 0.00, -0.07], [0.01, 0.00, -0.01], [-0.01, 0.00, 0.01], [-0.69, 0.90, 1.50], [0.09, -0.02, -0.02], [-0.04, 0.01, 0.01], [-0.01, 0.00, 0.00], [0.00, -0.01, 0.00], [0.02, 0.15, 0.04], [-0.05, 0.07, -0.06], [-0.02, 0.01, -0.13], [-0.08, 0.01, -0.03], [-0.10, -0.03, 0.05], [0.10, 0.06, 0.05], [-0.13, 0.00, 0.02], [-0.07, -0.01, -0.01], [0.12, 0.04, 0.09], [0.03, 0.04, 0.03], [0.02, 0.03, -0.03], [-0.01, 0.04, 0.00], [-0.05, -0.01, 0.08], [0.00, 0.01, 0.00], [0.00, -0.01, 0.01], [0.03, -0.01, 0.00], [-0.01, 0.01, 0.00], [0.04, 0.04, 0.02], [-0.05, -0.01, -0.04], [-0.02, 0.02, -0.03], [-0.55, -0.74, -1.02], [0.15, 0.02, 0.04], [-0.08, 0.01, -0.03], [-0.01, 0.00, -0.06]]
}



(2)
{
  "formula": "C41H35BeN4P2S",
  "method": "ωB97M-V/def2-TZVPD",
  "charge": 1,
  "gap_ev": 5.89,
  "e_above_lowest_kcal_mol": 0.0,
  "lumo_ev": -4.3,
  "species": ["H", "H", "H", "H", "C", "C", "H", "C", "C", "H", "H", "C", "H", "C", "H", "C", "H", "H", "H", "C", "H", "H", "C", "C", "N", "H", "C", "H", "C", "P", "C", "C", "H", "H", "H", "C", "P", "C", "C", "H", "C", "C", "H", "H", "H", "S", "C", "H", "C", "C", "C", "C", "C", "C", "C", "C", "H", "H", "H", "H", "H", "N", "N", "C", "H", "C", "C", "H", "C", "C", "C", "C", "N", "Be", "H", "C", "C", "H", "C", "C", "C", "C", "H", "H"],
  "xyz": [[-3.70062, 0.42650, 2.66675], [3.08166, -2.42789, 0.85410], [-3.54232, -3.35856, -1.03519], [7.27475, -2.96029, 0.30454], [3.01366, 1.68534, -0.31249], [0.18598, 0.59584, 3.45389], [-1.86185, 2.76564, 0.35987], [-0.08614, 1.31466, 2.28789], [-0.40117, 1.51802, -0.62751], [0.54558, 0.66960, 5.55702], [1.55635, -0.88337, -0.36323], [0.56363, -3.27635, -2.15519], [7.60234, -0.51028, 0.42030], [3.56056, 2.14650, -2.61732], [-4.68490, -5.39547, -0.18216], [-0.04381, 3.35004, 3.58466], [-5.44813, 2.18531, 2.25525], [0.32514, 3.13382, 5.68576], [-0.37509, -2.13633, -5.20885], [2.61248, 3.00760, -0.15728], [2.25497, 3.34538, 0.80897], [5.00133, -3.90163, 0.53596], [-4.18224, -4.72207, 0.49459], [1.42511, -0.43996, 0.62673], [-2.91423, -2.74938, 0.83820], [-1.98813, -0.86969, -3.81213], [-1.24736, -1.71869, -1.98531], [-3.45567, -4.25182, 3.78237], [-1.27716, -1.54930, -3.36472], [2.87423, 0.58423, 1.14213], [2.65797, 3.89084, -1.22982], [-0.92850, 3.11808, -2.86632], [-0.35420, -2.69785, -0.29595], [-4.63752, -5.83480, 2.28047], [0.91539, 0.44453, -1.95553], [-4.62415, 1.37789, -0.92638], [-0.21607, 0.34820, 0.75091], [-1.57075, 3.36814, -1.66296], [-1.31947, 2.56757, -0.55828], [2.33959, 4.91612, -1.09891], [-3.99288, 0.73518, 1.67172], [6.60916, -0.92913, 0.51061], [-0.33090, 3.29963, 1.47714], [-1.11562, 3.74732, -3.72505], [1.27561, -3.94596, -1.69259], [-1.97814, -1.72998, 2.98287], [-4.96027, 1.69937, 1.42349], [1.35865, -1.27000, 1.33882], [-2.86295, -2.96635, 2.16817], [-3.49547, -4.09128, 2.71531], [0.21447, 1.25954, -1.85310], [3.49497, 1.26510, -1.55289], [0.20989, 2.62565, 4.73857], [-4.14673, -4.96000, 1.87459], [-0.04336, 2.05384, -2.95860], [5.52514, -0.09038, 0.69649], [3.18608, 4.15110, -3.28934], [3.94701, 1.81477, -3.57208], [-2.26987, 4.18936, -1.57876], [5.68451, 0.98109, 0.74643], [0.46182, 1.84627, -3.89227], [-3.36703, 0.11506, 0.67244], [-2.90975, -0.19145, -1.60990], [0.33180, 1.24491, 4.66705], [-0.11736, 4.42885, 3.62435], [0.54760, -3.11099, -3.53279], [-3.67034, 0.44651, -0.58908], [3.83771, 0.24347, -1.68013], [4.23214, -0.60537, 0.80988], [6.42668, -2.30491, 0.44746], [-5.28761, 2.01436, 0.11565], [5.15275, -2.83101, 0.57420], [-2.12370, -1.01963, -1.11064], [-2.18103, -1.14514, 0.71712], [0.29446, -0.48120, 3.42241], [-3.55410, -3.59963, 0.02065], [4.06297, -1.98656, 0.75358], [1.25062, -3.65775, -4.14645], [-0.37056, -2.25439, -4.13420], [-0.34353, -2.57913, -1.37276], [3.13350, 3.46123, -2.45800], [-0.18689, 2.70082, 2.36583], [-6.04722, 2.75457, -0.09467], [-4.81344, 1.59613, -1.96639]],
  "forces_ev_per_angstrom": [[-0.01, 0.02, 0.03], [-0.06, -0.03, 0.00], [0.00, 0.02, -0.02], [0.02, -0.01, 0.00], [0.14, 0.00, -0.04], [-0.06, -0.04, 0.01], [0.00, -0.05, -0.08], [-0.01, -0.01, 0.03], [0.07, -0.04, -0.07], [0.01, -0.01, 0.02], [-0.03, 0.01, 0.00], [-0.04, 0.02, 0.03], [0.01, 0.01, -0.01], [-0.04, 0.09, -0.01], [-0.01, -0.01, -0.01], [0.02, -0.02, 0.02], [-0.01, 0.01, 0.01], [0.00, 0.01, 0.03], [0.00, -0.01, -0.01], [-0.06, 0.05, -0.05], [0.03, 0.01, 0.02], [-0.01, -0.02, 0.00], [0.03, 0.01, 0.05], [-0.05, -0.21, 0.01], [0.07, 0.16, -0.09], [-0.01, 0.00, 0.01], [-0.21, 0.12, 0.24], [0.00, -0.01, 0.01], [0.09, 0.00, -0.08], [0.25, 0.10, 0.09], [0.01, -0.03, 0.03], [0.01, -0.01, 0.05], [0.00, -0.02, 0.02], [0.00, -0.01, 0.01], [0.04, -0.05, 0.01], [-0.07, 0.10, 0.10], [-0.31, 0.08, -0.02], [0.04, -0.02, -0.04], [-0.18, -0.03, 0.01], [-0.01, 0.03, 0.00], [-0.06, 0.03, -0.02], [0.03, -0.02, 0.00], [0.05, -0.05, 0.10], [-0.01, 0.02, -0.03], [0.00, -0.01, 0.00], [-0.06, -0.07, -0.14], [0.07, -0.07, 0.11], [-0.02, -0.02, -0.03], [0.01, -0.01, 0.03], [0.08, 0.07, 0.08], [-0.04, 0.05, 0.00], [0.04, -0.06, 0.03], [-0.01, -0.03, -0.04], [-0.05, -0.05, -0.07], [-0.01, 0.01, 0.01], [-0.02, 0.05, 0.02], [0.00, 0.02, -0.03], [0.01, -0.01, -0.02], [-0.03, 0.02, 0.00], [-0.01, 0.00, 0.00], [0.02, -0.01, -0.02], [-0.08, 0.01, -0.10], [-0.02, -0.07, 0.23], [0.00, 0.04, 0.02], [0.00, 0.01, 0.00], [0.01, -0.01, -0.02], [0.20, -0.12, -0.23], [-0.01, 0.02, 0.01], [-0.06, -0.04, -0.02], [0.00, 0.00, -0.01], [0.01, -0.01, -0.13], [-0.01, 0.03, 0.01], [0.00, -0.02, -0.27], [0.13, 0.02, 0.40], [0.01, 0.02, -0.02], [-0.01, -0.05, -0.02], [0.04, 0.03, -0.01], [0.01, 0.00, -0.01], [-0.02, 0.02, 0.00], [0.04, -0.07, -0.10], [0.02, -0.04, 0.00], [0.09, 0.12, -0.03], [-0.01, 0.01, 0.00], [-0.01, 0.01, -0.02]]
}